Density functional theory data (ωB97M-V/def2-TZVPD) for C11H38Cs2N10O12S as an isolated structure at a distorted geometry.

Output
LUMO energy (spin up / spin down) ... -2.8 / -7.8 eV
HOMO level (spin up / spin down) ... -11.2 / -11.2 eV
E ... -2330.689264 Ha
Frontier orbital gap (spin up / spin down) ... 8.32 / 3.33 eV

Geometry as ORCA input:
```
! RIJCOSX wB97M-V def2-TZVPD def2/J DEFGRID3
* xyz 1 2
Cs 3.95 0.24 -2.19
Cs -2.11 1.72 -3.72
S 0.29 0.08 -0.61
O 1.08 1.17 0.05
O 0.12 -0.95 0.44
O -0.98 0.57 -1.21
O 1.13 -0.44 -1.62
C 0.88 0.02 3.60
O 1.08 0.15 4.84
N 0.64 1.03 2.80
N 0.91 -1.12 3.06
H 0.61 1.93 3.26
H 0.55 0.96 1.80
H 0.82 -1.97 3.60
H 1.01 -1.11 2.05
C 0.78 -0.84 -5.36
O 0.81 -1.54 -6.34
N 0.15 -1.19 -4.31
N 1.41 0.32 -5.22
H -0.34 -2.07 -4.38
H 0.57 -1.02 -3.41
H 1.22 1.08 -4.59
H 2.00 0.53 -6.01
C -2.19 -2.80 -1.80
O -2.45 -3.64 -2.61
N -2.54 -1.52 -1.84
N -1.59 -3.04 -0.68
H -2.07 -0.95 -1.15
H -3.09 -1.15 -2.61
H -1.07 -2.36 -0.14
H -1.30 -4.01 -0.65
C -2.14 -2.68 2.60
O -1.22 -3.44 2.58
N -2.21 -1.59 1.96
N -3.28 -2.97 3.19
H -3.10 -1.10 1.95
H -1.43 -1.19 1.46
H -3.89 -2.19 3.43
H -3.25 -3.89 3.60
C 1.88 -3.85 -1.06
O 2.56 -4.88 -1.17
N 1.52 -3.37 0.02
N 1.44 -3.11 -1.96
H 1.90 -3.82 0.84
H 0.99 -2.51 0.05
H 1.00 -2.23 -1.77
H 1.95 -3.32 -2.82
C -4.14 2.99 1.33
C -3.45 1.78 0.72
O -2.86 2.02 -0.54
H -4.92 3.49 0.76
H -3.39 3.75 1.56
H -4.60 2.75 2.29
H -4.08 0.89 0.76
H -2.61 1.51 1.36
H -2.24 1.36 -0.87
C 4.02 0.21 1.80
C 3.82 1.70 1.71
O 3.52 2.17 0.48
H 4.33 -0.10 2.79
H 4.77 -0.17 1.10
H 3.08 -0.30 1.56
H 4.74 2.20 2.01
H 3.13 2.01 2.50
H 2.61 1.91 0.32
C 1.06 4.59 0.72
C 0.06 4.41 -0.43
O 0.33 3.20 -1.15
H 1.95 4.06 0.39
H 0.79 4.14 1.67
H 1.33 5.63 0.93
H 0.17 5.14 -1.23
H -0.88 4.36 0.12
H 0.48 2.43 -0.59
*
```

---

Density functional theory data (ωB97M-V/def2-TZVPD) for C18H18N2NiS2Si2 as an isolated structure.

Output
LUMO energy ... 4.9 eV
HOMO level ... -1.4 eV
E ... -3690.049496 Ha
Energy relative to the best compared isomer or geometry (same formula, charge and spin) ... 0.172 eV
Frontier orbital gap ... 6.31 eV

Geometry as ORCA input:
```
! RIJCOSX wB97M-V def2-TZVPD def2/J DEFGRID3
* xyz -2 1
Ni -0.17 -0.21 -0.43
S -2.30 0.10 -1.25
C -2.95 -1.50 -1.05
C -4.33 -1.71 -1.13
C -4.91 -2.97 -1.03
C -6.34 -3.12 -1.16
N -7.48 -3.21 -1.27
C -4.09 -4.08 -0.81
C -2.71 -3.89 -0.70
C -2.11 -2.63 -0.83
S -0.38 -2.48 -0.74
C -4.63 -5.40 -0.70
N -5.05 -6.47 -0.62
H -4.98 -0.85 -1.28
H -2.08 -4.74 -0.52
C 3.11 -1.31 -0.78
Si 1.88 -0.45 0.39
C 2.20 -1.36 2.03
C 2.71 1.26 0.69
C 4.03 1.46 1.11
C 4.54 2.74 1.29
C 3.72 3.85 1.07
C 2.41 3.66 0.68
C 1.88 2.37 0.48
Si 0.09 1.98 -0.09
C -0.12 3.06 -1.64
C -0.96 2.92 1.19
H 4.11 -1.37 -0.32
H 3.20 -0.75 -1.72
H 2.78 -2.32 -1.02
H 3.28 -1.40 2.23
H 1.81 -2.38 1.99
H 1.71 -0.84 2.86
H 4.68 0.61 1.28
H 5.57 2.88 1.60
H 4.11 4.85 1.22
H 1.77 4.53 0.51
H 0.04 4.12 -1.40
H -1.12 2.95 -2.06
H 0.60 2.77 -2.41
H -0.70 3.98 1.17
H -0.78 2.54 2.20
H -2.03 2.82 0.97
*
```

---

Density functional theory data (ωB97M-V/def2-TZVPD) for C21H21N5S2 in the gas phase at a distorted geometry.

Output
LUMO energy ... 0.5 eV
HOMO level ... -7.6 eV
E ... -1883.010664 Ha
Frontier orbital gap ... 8.07 eV

Geometry as ORCA input:
```
! RIJCOSX wB97M-V def2-TZVPD def2/J DEFGRID3
* xyz 0 1
C -6.73 -2.34 -1.75
C -5.64 -1.79 -0.88
C -4.86 -0.71 -1.30
C -3.85 -0.21 -0.51
C -3.58 -0.79 0.73
N -2.57 -0.33 1.57
C -1.72 0.71 1.39
N -1.68 1.52 0.39
C -0.69 2.45 0.53
C -0.45 3.41 -0.57
S 0.27 2.52 -2.01
C 1.58 1.75 -1.17
N 2.30 2.27 -0.21
N 3.12 1.32 0.23
C 2.92 0.23 -0.46
C 3.63 -1.04 -0.30
C 4.11 -1.71 -1.42
C 4.78 -2.90 -1.29
C 4.98 -3.45 -0.04
C 4.51 -2.78 1.08
C 3.84 -1.57 0.98
C 3.34 -0.87 2.20
N 1.93 0.44 -1.38
C 1.30 -0.46 -2.30
C 0.05 2.34 1.66
S -0.49 1.03 2.63
C -4.35 -1.87 1.16
C -5.36 -2.36 0.36
H -6.34 -3.17 -2.35
H -7.11 -1.58 -2.43
H -7.55 -2.73 -1.15
H -5.06 -0.26 -2.25
H -3.25 0.63 -0.84
H -2.46 -0.84 2.44
H 0.26 4.18 -0.27
H -1.37 3.84 -0.94
H 3.98 -1.27 -2.40
H 5.16 -3.41 -2.17
H 5.50 -4.39 0.08
H 4.67 -3.21 2.06
H 2.26 -0.70 2.13
H 3.55 -1.45 3.09
H 3.81 0.11 2.28
H 1.45 -1.49 -1.95
H 0.23 -0.24 -2.33
H 1.71 -0.35 -3.30
H 0.89 2.94 1.96
H -4.15 -2.32 2.12
H -5.95 -3.20 0.70
*
```

---

Density functional theory data (ωB97M-V/def2-TZVPD) for a 14-piece molecular cluster, C2H32NO13 overall at a distorted geometry.

Output
LUMO energy ... -2.4 eV
HOMO level ... -13.1 eV
E ... -1127.983539 Ha
Energy relative to the best compared isomer or geometry (same formula, charge and spin) ... 3.583 eV
Frontier orbital gap ... 10.69 eV

Geometry as ORCA input:
```
! RIJCOSX wB97M-V def2-TZVPD def2/J DEFGRID3
* xyz 1 1
C -0.29 3.03 1.30
C 0.54 4.05 1.29
N -0.52 2.42 -0.05
H -0.83 2.53 2.09
H 0.41 4.56 2.25
H 1.37 4.30 0.67
H -1.24 2.91 -0.58
H 0.37 2.39 -0.62
H -0.72 1.43 0.21
H -0.98 -0.68 2.71
H -2.05 -0.19 1.50
O -1.22 -0.41 1.80
H 1.41 4.38 -1.91
H 0.25 4.04 -2.72
O 0.73 3.70 -1.95
H -2.52 2.15 -3.56
H -1.33 1.37 -3.03
O -1.81 2.20 -2.92
H 0.15 -0.91 4.20
H -1.37 -1.04 4.72
O -0.61 -0.47 4.58
H 3.98 -1.66 2.19
H 4.58 -0.32 2.18
O 3.89 -0.83 1.73
H -1.31 -1.86 -2.20
H -1.26 -1.41 -3.62
O -1.49 -1.08 -2.74
H -3.93 -0.41 3.23
H -4.17 -1.85 2.59
O -3.53 -1.23 2.94
H 1.89 -0.18 0.09
H 1.49 0.27 -1.39
O 1.32 0.40 -0.43
H 0.04 -3.41 2.95
H -1.27 -2.68 2.81
O -0.42 -2.61 3.25
H 0.71 -0.87 -3.46
H 1.01 -1.25 -4.87
O 0.48 -0.62 -4.37
H 0.14 -3.87 0.19
H -0.69 -5.07 -0.26
O -0.60 -4.43 0.46
H 0.64 -1.37 -0.69
H 1.83 -2.23 -0.94
O 0.90 -2.17 -1.23
H 2.96 -0.48 -3.32
H 2.26 0.93 -3.22
O 2.55 0.16 -2.74
*
```

---

Density functional theory data (ωB97M-V/def2-TZVPD) for a 2-piece molecular cluster, CH7N6 overall at a distorted geometry.

Output
LUMO energy (spin up / spin down) ... -4.2 / -4.2 eV
HOMO level (spin up / spin down) ... -11.7 / -11.8 eV
E ... -370.396534 Ha
Energy relative to the best compared isomer or geometry (same formula, charge and spin) ... 5.400 eV
Frontier orbital gap (spin up / spin down) ... 7.43 / 7.53 eV

Geometry as ORCA input:
```
! RIJCOSX wB97M-V def2-TZVPD def2/J DEFGRID3
* xyz 1 1
C 0.70 1.11 -0.72
N 2.63 2.53 -0.62
N -0.20 0.44 -1.24
N 1.64 1.84 -0.96
N -1.86 -1.14 -1.17
N -0.06 -1.06 1.96
N -0.90 -0.37 -0.62
H 0.26 -0.29 2.48
H 3.05 2.82 -1.55
H -2.74 -1.06 -0.68
H -2.08 -0.91 -2.12
H -0.91 -1.51 2.35
H 0.77 -1.70 1.85
H -0.30 -0.71 1.04
*
```

---

Density functional theory data (ωB97M-V/def2-TZVPD) for C2H4N2S in the gas phase at a distorted geometry.

Output
LUMO energy ... -1.4 eV
HOMO level ... -9.3 eV
E ... -586.258861 Ha
Energy relative to the best compared isomer or geometry (same formula, charge and spin) ... 0.967 eV
Frontier orbital gap ... 7.94 eV

Geometry as ORCA input:
```
! RIJCOSX wB97M-V def2-TZVPD def2/J DEFGRID3
* xyz 0 1
H 0.78 0.28 -2.00
N 0.88 -0.46 -1.24
C 0.25 -0.10 -0.19
N 0.32 -0.96 0.90
C -0.59 1.07 -0.08
S -1.75 1.32 1.10
H 0.92 -1.90 0.67
H -0.13 -0.93 1.78
H -0.68 1.66 -0.93
*
```

---

Density functional theory data (ωB97M-V/def2-TZVPD) for C11H24ClIN2NdO2PS as an isolated structure at a distorted geometry.

Output
LUMO energy (spin up / spin down) ... -7.3 / -7.3 eV
HOMO level (spin up / spin down) ... -14.7 / -14.8 eV
E ... -2751.904240 Ha
Energy relative to the best compared isomer or geometry (same formula, charge and spin) ... 0.402 eV
Frontier orbital gap (spin up / spin down) ... 7.44 / 7.48 eV

Geometry as ORCA input:
```
! RIJCOSX wB97M-V def2-TZVPD def2/J DEFGRID3
* xyz 2 4
C 0.47 -6.77 -3.69
C 1.40 -5.68 -3.80
H 0.82 -7.64 -4.27
H -0.51 -6.41 -4.04
H 0.39 -7.01 -2.61
O 2.36 -5.17 -4.23
I 0.38 -3.86 -1.76
Nd -0.39 -1.42 -0.41
P -1.28 0.00 -2.80
C -0.85 1.47 -3.78
C -1.64 -1.21 -4.13
H -3.38 -0.29 -1.59
H -3.59 0.65 -3.12
H -2.88 1.42 -1.66
C -2.96 0.49 -2.24
H -1.97 -2.16 -3.69
H -2.41 -0.80 -4.79
H -1.61 1.64 -4.56
H 0.13 1.33 -4.24
H -0.72 -1.40 -4.69
H -0.81 2.34 -3.11
C 1.31 0.05 -1.86
O 2.14 0.67 -2.38
Cl -2.69 -2.12 0.37
C -0.43 1.68 5.71
C 0.46 0.95 4.73
N -0.22 0.80 3.42
C 0.26 1.22 2.26
S -0.66 1.08 0.81
N 1.50 1.84 2.25
C 1.55 3.25 2.76
C 2.94 3.57 3.26
H -0.72 2.66 5.32
H 0.10 1.83 6.66
H -1.34 1.11 5.91
H 1.41 1.47 4.56
H 0.70 -0.05 5.10
H -1.13 0.34 3.38
H 1.90 1.82 1.31
H 1.30 3.93 1.92
H 0.80 3.38 3.55
H 3.62 3.75 2.42
H 2.88 4.48 3.86
H 3.35 2.76 3.88
*
```

---

Density functional theory data (ωB97M-V/def2-TZVPD) for C53H40Br4N8O2RhS3Se as an isolated structure at a distorted geometry.

Output
LUMO energy (spin up / spin down) ... -3.0 / -4.1 eV
HOMO level (spin up / spin down) ... -7.5 / -9.4 eV
E ... -16634.282150 Ha
Frontier orbital gap (spin up / spin down) ... 4.51 / 5.37 eV

Geometry as ORCA input:
```
! RIJCOSX wB97M-V def2-TZVPD def2/J DEFGRID3
* xyz 1 5
Rh -0.10 -0.04 -0.16
Br -2.67 6.42 -1.20
C -2.30 4.77 -0.38
C -2.90 4.44 0.85
Br -4.05 5.67 1.68
C -2.65 3.21 1.42
Br -3.46 2.70 3.05
C -1.82 2.24 0.82
O -1.68 1.08 1.31
C -1.16 2.61 -0.42
O -0.36 1.80 -1.01
C -1.44 3.87 -0.98
Br -0.63 4.23 -2.64
N 1.20 0.66 1.10
S 2.29 0.20 1.99
N 2.29 -1.32 2.64
S 1.23 -1.79 3.69
N -0.29 -1.67 3.36
S -0.82 -2.19 1.89
N 0.03 -1.82 0.72
C -0.80 -3.98 2.01
C -1.76 -4.62 2.78
C -1.77 -6.00 2.83
C -0.82 -6.73 2.13
C 0.14 -6.08 1.37
C 0.15 -4.69 1.30
C -2.56 -1.76 1.98
C -3.40 -2.20 0.97
C -4.74 -1.86 1.02
C -5.23 -1.10 2.08
C -4.38 -0.70 3.10
C -3.04 -1.02 3.05
C 1.44 -0.97 5.25
C 0.33 -0.56 5.98
C 0.52 -0.04 7.25
C 1.80 0.07 7.77
C 2.90 -0.34 7.03
C 2.73 -0.88 5.77
C 1.62 -3.49 4.02
C 0.72 -4.16 4.83
C 0.97 -5.47 5.18
C 2.13 -6.09 4.73
C 3.02 -5.41 3.92
C 2.77 -4.10 3.55
C 3.94 0.19 1.25
C 4.85 -0.81 1.54
C 6.10 -0.78 0.93
C 6.41 0.25 0.05
C 5.49 1.24 -0.23
C 4.24 1.21 0.36
C 2.32 1.31 3.40
C 1.12 1.91 3.72
C 1.06 2.76 4.81
C 2.20 3.02 5.55
C 3.40 2.41 5.21
C 3.47 1.55 4.13
H -2.50 -4.03 3.31
H -2.53 -6.52 3.41
H -0.85 -7.81 2.14
H 0.87 -6.65 0.82
H 0.86 -4.16 0.69
H -3.00 -2.80 0.16
H -5.39 -2.18 0.23
H -6.27 -0.83 2.10
H -4.76 -0.11 3.92
H -2.35 -0.69 3.81
H -0.64 -0.66 5.54
H -0.32 0.28 7.84
H 1.95 0.46 8.76
H 3.90 -0.25 7.45
H 3.56 -1.23 5.18
H -0.17 -3.64 5.17
H 0.28 -6.00 5.82
H 2.34 -7.11 5.03
H 3.92 -5.90 3.58
H 3.44 -3.56 2.91
H 4.57 -1.58 2.23
H 6.82 -1.56 1.14
H 7.39 0.28 -0.39
H 5.75 2.03 -0.92
H 3.49 1.96 0.15
H 0.26 1.70 3.10
H 0.12 3.24 5.07
H 2.17 3.71 6.38
H 4.29 2.62 5.79
H 4.40 1.09 3.85
Se -0.44 -2.24 -2.46
N -1.23 -0.88 -1.51
C -2.55 -0.85 -1.83
C -3.51 0.00 -1.29
C -4.83 -0.11 -1.70
C -5.20 -1.05 -2.66
C -4.26 -1.91 -3.22
C -2.93 -1.83 -2.80
N -1.96 -2.65 -3.24
H -3.24 0.72 -0.53
H -5.57 0.54 -1.27
H -6.23 -1.13 -2.97
H -4.54 -2.65 -3.95
N 2.52 -2.20 -0.71
C 2.74 -1.16 -1.55
C 3.99 -0.96 -2.17
C 4.13 0.07 -3.07
C 3.04 0.89 -3.34
C 1.86 0.64 -2.69
N 1.71 -0.36 -1.82
H 3.31 -2.67 -0.31
H 1.68 -2.12 -0.13
H 4.81 -1.62 -1.94
H 5.07 0.24 -3.56
H 3.11 1.71 -4.04
H 0.98 1.24 -2.88
*
```

---

Density functional theory data (ωB97M-V/def2-TZVPD) for a 2-piece molecular cluster, C7H15NOS overall at a distorted geometry.

Output
LUMO energy ... -0.3 eV
HOMO level ... -8.8 eV
E ... -803.782029 Ha
Energy relative to the best compared isomer or geometry (same formula, charge and spin) ... 4.227 eV
Frontier orbital gap ... 8.41 eV

Geometry as ORCA input:
```
! RIJCOSX wB97M-V def2-TZVPD def2/J DEFGRID3
* xyz 0 1
C -0.44 1.71 -1.16
C -0.14 0.41 -1.05
C 0.95 -0.21 -1.85
C -2.25 -0.87 -1.25
C -0.49 -1.73 0.37
C 1.15 0.47 2.71
C -1.13 -0.48 -0.30
N 1.02 1.13 1.40
O 3.25 2.14 1.97
S 2.14 2.07 1.00
H 0.01 2.42 -1.74
H -1.25 2.02 -0.58
H 1.79 -0.32 -1.10
H 1.05 0.35 -2.67
H 0.59 -1.16 -2.00
H -2.58 -0.02 -1.90
H -3.09 -1.29 -0.83
H -1.79 -1.69 -1.96
H -0.28 -2.51 -0.47
H -0.99 -2.23 1.20
H 0.50 -1.42 0.88
H 0.29 -0.06 2.85
H 2.02 -0.17 2.64
H 1.36 1.17 3.54
H -1.69 0.25 0.33
*
```

---

Density functional theory data (ωB97M-V/def2-TZVPD) for an isolated ion of composition C3H9N2 and charge +1 at a distorted geometry.

Output
LUMO energy ... -3.7 eV
HOMO level ... -14.3 eV
E ... -228.878412 Ha
Energy relative to the best compared isomer or geometry (same formula, charge and spin) ... 2.950 eV
Frontier orbital gap ... 10.65 eV

Geometry as ORCA input:
```
! RIJCOSX wB97M-V def2-TZVPD def2/J DEFGRID3
* xyz 1 1
C -2.11 0.66 0.54
N -1.17 -0.06 1.02
C 0.43 0.32 0.30
C 0.31 0.29 -1.23
N 1.18 -0.74 0.98
H -2.96 0.56 1.16
H -1.98 1.47 -0.21
H 0.91 1.27 0.62
H 0.21 -0.66 -1.75
H -0.40 0.91 -1.57
H 1.25 0.71 -1.53
H 0.89 -0.95 2.05
H 2.14 -0.48 1.00
H 1.15 -1.63 0.55
*
```